1.
The following is a quantum chemistry calculation of a single C19H22F2N2O4 molecule, from OMol25.

CARTESIAN COORDINATES (ANGSTROEM)
C (3.3236, 1.4027, -0.4419)
N (2.0253, 1.7639, -0.9551)
C (1.9820, 2.8370, -1.9278)
C (2.6310, 2.4501, -3.2607)
C (2.0132, 1.2075, -3.9081)
C (0.5552, 1.4207, -4.3222)
C (0.0385, 0.1789, -5.0487)
O (0.8199, -0.1478, -6.1765)
C (2.1562, -0.4049, -5.8211)
C (2.8115, 0.8039, -5.1515)
C (0.8782, 1.1155, -0.6694)
O (-0.2046, 1.4565, -1.1268)
C (0.9266, -0.0509, 0.2474)
C (-0.2397, -0.6210, 0.8285)
C (0.2406, -1.6748, 1.5481)
C (-0.4210, -2.6920, 2.4196)
O (-1.7922, -2.4410, 2.6101)
C (-2.2101, -1.3029, 3.2215)
C (-1.4546, -0.3514, 3.9060)
F (-0.1119, -0.4928, 4.0309)
C (-2.0251, 0.7682, 4.4870)
C (-3.3884, 0.9707, 4.4111)
C (-4.1810, 0.0459, 3.7517)
C (-3.5911, -1.0578, 3.1747)
F (-4.3625, -1.9512, 2.5316)
O (1.5744, -1.7396, 1.4027)
N (1.9866, -0.7369, 0.5990)
H (3.7361, 0.5383, -0.9659)
H (3.2628, 1.1516, 0.6150)
H (3.9941, 2.2511, -0.5691)
H (0.9322, 3.0912, -2.0792)
H (2.4980, 3.7091, -1.5123)
H (2.5356, 3.2991, -3.9404)
H (3.6971, 2.2684, -3.1034)
H (2.0505, 0.3797, -3.1893)
H (-0.0732, 1.5973, -3.4498)
H (0.4879, 2.2811, -4.9911)
H (-0.9726, 0.3423, -5.4262)
H (0.0225, -0.6725, -4.3492)
H (2.6690, -0.6615, -6.7509)
H (2.2017, -1.2707, -5.1394)
H (3.8418, 0.5579, -4.8880)
H (2.8237, 1.6357, -5.8588)
H (-1.2441, -0.2774, 0.7043)
H (0.1211, -2.7665, 3.3716)
H (-0.3884, -3.6725, 1.9317)
H (-1.3780, 1.4643, 4.9959)
H (-3.8327, 1.8417, 4.8636)
H (-5.2489, 0.1686, 3.6730)

Atoms 1-3, force components in eV/Å:
C 0.340 -0.168 0.194
N -0.114 0.141 -0.005
C -0.121 0.280 -0.399

energy relative to the best compared isomer or geometry (same formula, charge and spin)	0.377	eV
SMILES	CN(CCC1CCOCC1)C(=O)c1cc(COc2c(F)cccc2F)on1

***

2.
The following is a quantum chemistry calculation of a single C19H22F2N6O molecule, from OMol25.

CARTESIAN COORDINATES (ANGSTROEM)
C (3.9258, -3.7070, -2.9702)
N (3.5990, -2.9137, -1.7728)
C (2.4614, -2.2077, -1.6674)
N (1.5254, -2.3644, -2.5715)
C (0.3538, -1.8103, -2.3661)
C (-0.6939, -2.0624, -3.4106)
C (0.1107, -1.0291, -1.2440)
C (-1.1103, -0.2716, -1.0013)
C (-1.1101, 0.7503, -0.0664)
C (-2.3212, 1.6408, 0.1284)
C (-2.6127, 2.5248, 1.2494)
N (-3.7976, 3.0744, 1.1254)
N (-4.2467, 2.6853, -0.1229)
C (-5.4160, 3.2778, -0.7600)
C (-5.1137, 4.6493, -1.4146)
F (-4.0240, 4.5480, -2.2147)
F (-6.2133, 5.0213, -2.1126)
C (-3.3658, 1.7954, -0.7318)
C (0.1419, 0.9540, 0.7214)
O (0.4030, 2.0246, 1.2188)
N (1.0852, -0.1013, 0.7877)
C (2.0830, -0.2211, 1.8635)
C (1.8748, 0.6367, 3.1757)
C (2.5813, -0.1155, 4.3003)
C (3.0120, -1.4368, 3.6967)
C (2.1758, -1.6251, 2.4300)
C (1.1492, -0.9421, -0.3231)
N (2.3051, -1.5542, -0.5469)
H (4.0448, -3.0663, -3.8409)
H (3.1506, -4.4784, -3.1567)
H (4.8567, -4.2639, -2.9091)
H (4.3118, -2.5557, -1.1602)
H (-1.5276, -2.6243, -2.9452)
H (-0.3358, -2.6674, -4.2466)
H (-1.0571, -1.0965, -3.7950)
H (-1.9866, -0.3763, -1.6584)
H (-1.9904, 2.6582, 2.1264)
H (-6.2028, 3.3601, -0.0548)
H (-5.7730, 2.5836, -1.5293)
H (-4.8968, 5.4010, -0.6329)
H (-3.5390, 1.3682, -1.7147)
H (3.0498, 0.0320, 1.3969)
H (2.2753, 1.6184, 3.0518)
H (0.8421, 0.7663, 3.4939)
H (3.4165, 0.4404, 4.7141)
H (1.8919, -0.3187, 5.1218)
H (2.8159, -2.2490, 4.3994)
H (4.1052, -1.4027, 3.4614)
H (1.1388, -1.9713, 2.7072)
H (2.6476, -2.3784, 1.7707)

Atoms 1-3, force components in eV/Å:
C -0.451 -0.051 0.051
N 1.199 -0.704 -0.871
C -0.546 -0.943 0.676

SMILES	CNc1nc(C)c2cc(-c3cnn(CC(F)F)c3)c(=O)n(C3CCCC3)c2n1

***

3.
The following is a quantum chemistry calculation of a single C19H22N2O2 molecule, from OMol25.

CARTESIAN COORDINATES (ANGSTROEM)
C (-4.9438, -1.3595, -1.3607)
C (-4.0897, -0.7044, -0.3175)
C (-4.5283, 0.4315, 0.3463)
C (-3.7441, 1.0108, 1.3299)
C (-2.5181, 0.4690, 1.6547)
C (-2.0615, -0.6700, 0.9906)
O (-0.8330, -1.1233, 1.3903)
C (-0.1997, -2.1510, 0.6728)
C (0.3565, -1.6718, -0.6819)
N (1.4243, -0.7304, -0.5009)
C (1.3724, 0.6410, -0.5288)
C (0.1336, 1.3821, -0.8947)
C (0.3158, 2.8986, -0.9947)
C (0.6448, 3.5776, 0.3454)
O (2.0137, 3.7759, 0.5490)
N (2.5160, 1.1904, -0.2357)
C (3.3890, 0.1642, 0.0193)
C (4.7304, 0.1892, 0.3781)
C (5.3603, -1.0234, 0.5671)
C (4.6849, -2.2339, 0.4045)
C (3.3508, -2.2779, 0.0495)
C (2.7110, -1.0638, -0.1395)
C (-2.8524, -1.2494, 0.0072)
H (-4.3349, -1.8690, -2.1043)
H (-5.5949, -2.0997, -0.8945)
H (-5.5732, -0.6276, -1.8608)
H (-5.4857, 0.8623, 0.0943)
H (-4.0897, 1.8942, 1.8449)
H (-1.8933, 0.9046, 2.4181)
H (0.6307, -2.4635, 1.3123)
H (-0.8675, -3.0080, 0.5209)
H (0.7378, -2.5371, -1.2333)
H (-0.4385, -1.2009, -1.2643)
H (-0.6444, 1.1670, -0.1556)
H (-0.2211, 1.0064, -1.8616)
H (1.1171, 3.1291, -1.6982)
H (-0.6139, 3.3151, -1.3870)
H (0.2098, 2.9879, 1.1690)
H (0.1959, 4.5753, 0.3729)
H (2.4569, 2.9240, 0.3589)
H (5.2481, 1.1267, 0.5008)
H (6.4029, -1.0429, 0.8474)
H (5.2192, -3.1591, 0.5619)
H (2.8363, -3.2198, -0.0744)
H (-2.5304, -2.1366, -0.5178)

Atoms 1-3, force components in eV/Å:
C -0.037 -0.040 0.055
C -0.043 0.178 0.041
C -0.060 -0.075 -0.101

energy relative to the best compared isomer or geometry (same formula, charge and spin)	1.252	eV
SMILES	Cc1cccc(OCCn2c(CCCO)nc3ccccc32)c1

***

4.
The following is a quantum chemistry calculation of a single C19H22N2O2S molecule, from OMol25.

CARTESIAN COORDINATES (ANGSTROEM)
C (2.6020, -2.1189, -3.7471)
C (1.3554, -2.8542, -3.2562)
C (0.6145, -3.4891, -4.4363)
C (1.7394, -3.9256, -2.2329)
N (0.4909, -1.8639, -2.6116)
C (-0.7122, -2.1235, -2.0526)
O (-1.2209, -3.2266, -1.9999)
C (-1.3985, -0.9122, -1.4991)
C (-2.7808, -0.8239, -1.6278)
C (-3.4522, 0.2758, -1.1275)
C (-2.7668, 1.2882, -0.4797)
C (-1.3874, 1.1931, -0.3233)
N (-0.6320, 2.1674, 0.3380)
C (-1.0397, 3.3269, 0.9038)
O (-2.1724, 3.7533, 0.9309)
C (0.1063, 4.1374, 1.5088)
S (1.4902, 3.1649, 2.1761)
C (0.8326, 2.4623, 3.6686)
C (1.7588, 1.9168, 4.5509)
C (1.3292, 1.3463, 5.7327)
C (-0.0216, 1.3197, 6.0420)
C (-0.9382, 1.8607, 5.1582)
C (-0.5204, 2.4301, 3.9668)
C (-0.7064, 0.0935, -0.8393)
H (3.2797, -2.8188, -4.2278)
H (2.3355, -1.3502, -4.4704)
H (3.1260, -1.6529, -2.9146)
H (-0.2849, -3.9817, -4.0785)
H (1.2477, -4.2234, -4.9263)
H (0.3324, -2.7281, -5.1612)
H (0.8430, -4.4143, -1.8628)
H (2.3832, -4.6698, -2.6931)
H (2.2651, -3.4766, -1.3928)
H (0.7794, -0.9019, -2.6846)
H (-3.3080, -1.6251, -2.1219)
H (-4.5236, 0.3488, -1.2366)
H (-3.2903, 2.1437, -0.0874)
H (0.3557, 1.9538, 0.4401)
H (0.5521, 4.7465, 0.7190)
H (-0.2799, 4.8022, 2.2814)
H (2.8086, 1.9487, 4.3008)
H (2.0520, 0.9260, 6.4158)
H (-0.3575, 0.8783, 6.9678)
H (-1.9928, 1.8412, 5.3885)
H (-1.2558, 2.8377, 3.2919)
H (0.3629, 0.0173, -0.6904)

Atoms 1-3, force components in eV/Å:
C -0.254 -0.079 0.124
C 0.071 -0.331 -0.059
C 0.026 0.059 0.168

energy relative to the best compared isomer or geometry (same formula, charge and spin)	0.203	eV
SMILES	CC(C)(C)NC(=O)c1cccc(NC(=O)CSc2ccccc2)c1

***

no.,gap between HOMO and LUMO (hartree),LUMO (eV)
1,0.363,0.690
2,0.292,0.173
3,0.335,0.544
4,0.330,0.365